Record 1
Formula: C63H46NP2Ru
Source: the OMol25 dataset
Level of theory: wB97M-V/def2-TZVPD

Last column: Löwdin charge in e.
Positions of all 113 atoms, in Å:
Ru 0.917 0.416 -0.029  0.8171
C -0.154 1.132 5.456  -0.0992
C 0.783 2.339 5.629  -0.1424
C 2.289 2.374 4.010  -0.1267
C 2.308 1.739 2.652  -0.1413
C 1.258 1.145 2.054  -0.0973
C -0.108 0.485 4.107  -0.1744
C 3.518 1.657 1.844  -0.2616
C 4.863 1.622 2.286  -0.0225
C 5.893 1.407 1.365  -0.0303
C 5.597 1.030 0.069  -0.1729
C 6.464 0.708 -1.009  -0.0299
C 6.019 0.284 -2.226  -0.0499
C 4.591 0.135 -2.622  -0.1275
C 3.641 0.783 -1.600  -0.1217
C 4.175 0.789 -0.198  -0.3687
N 3.222 1.496 0.567  0.1049
H -0.950 0.917 6.157  0.1290
H 0.707 2.805 6.609  0.1376
H 3.226 2.916 4.145  0.1328
H -0.709 -0.419 4.103  0.1155
H 5.090 1.810 3.327  0.0910
H 6.927 1.518 1.677  0.1109
H 7.534 0.798 -0.846  0.1125
H 6.752 0.049 -2.992  0.0999
H 4.457 0.583 -3.608  0.1460
H 3.256 1.745 -1.939  0.1388
C -1.972 -1.812 -6.297  -0.0969
C -1.470 -0.533 -6.117  -0.0809
C -0.973 -0.144 -4.879  -0.0989
C -0.977 -1.017 -3.796  -0.3428
C -1.450 -2.313 -4.004  -0.1371
C -1.953 -2.707 -5.235  -0.0929
P -0.072 -0.598 -2.138  0.9231
C -0.600 1.213 -2.221  -0.3412
C -1.953 1.462 -2.466  -0.1257
C -2.478 2.737 -2.332  -0.0966
C -1.673 3.782 -1.899  -0.0871
C -0.337 3.545 -1.624  -0.0741
C 0.210 2.274 -1.788  -0.1434
C 1.474 -1.418 -2.978  -0.1555
C 1.622 -2.016 -4.240  0.0300
C 2.914 -2.294 -4.743  -0.0429
C 4.052 -2.003 -4.063  0.0293
C 4.003 -1.397 -2.726  -0.2971
C 4.683 -2.236 -1.664  0.0045
C 4.525 -1.872 -0.397  -0.0105
C 3.655 -0.740 -0.015  -0.1280
C 2.625 -0.308 -1.095  -0.2707
C 2.602 -1.179 -2.253  -0.1304
H -2.365 -2.116 -7.259  0.0988
H -1.456 0.162 -6.947  0.1017
H -0.570 0.856 -4.757  0.1085
H -1.402 -3.029 -3.190  0.1071
H -2.319 -3.719 -5.370  0.1022
H -2.600 0.652 -2.775  0.1085
H -3.528 2.905 -2.541  0.1088
H -2.086 4.776 -1.780  0.1028
H 0.301 4.355 -1.292  0.1090
H 1.284 2.158 -1.682  0.0656
H 0.778 -2.262 -4.865  0.0993
H 2.983 -2.733 -5.731  0.1108
H 5.024 -2.193 -4.505  0.1312
H 5.300 -3.068 -1.978  0.1166
H 5.018 -2.414 0.403  0.1213
H 3.275 -0.872 0.998  0.1274
C -1.454 -1.422 -1.284  -0.1618
C -2.626 -1.578 -1.014  -0.0490
C -4.036 -1.785 -0.881  -0.2118
C -4.782 -1.292 0.191  -0.0316
C -6.161 -1.424 0.200  -0.0677
C -6.814 -2.054 -0.850  -0.0854
C -6.079 -2.564 -1.913  -0.0789
C -4.702 -2.432 -1.931  -0.0223
H -4.282 -0.791 1.007  0.0691
H -6.728 -1.029 1.033  0.1049
H -7.893 -2.143 -0.844  0.1015
H -6.581 -3.061 -2.733  0.1031
H -4.124 -2.812 -2.762  0.1054
C -5.169 2.079 2.358  -0.0792
C -4.587 2.235 1.109  -0.0671
C -3.378 1.616 0.834  -0.1059
C -2.735 0.839 1.792  -0.3695
C -3.319 0.698 3.049  -0.0870
C -4.535 1.308 3.323  -0.0662
P -1.042 0.260 1.400  1.0728
C -0.093 1.156 2.739  -0.4772
C 1.042 0.268 5.049  -0.0938
C 1.987 1.460 5.229  -0.1377
C 1.073 3.297 4.441  -0.1729
C 0.001 3.559 3.446  -0.0306
C -0.534 2.608 2.693  -0.0582
C -1.035 -1.496 1.931  -0.3559
C 0.187 -2.169 1.855  -0.0999
C 0.284 -3.507 2.194  -0.0726
C -0.850 -4.206 2.587  -0.0869
C -2.071 -3.556 2.642  -0.0726
C -2.165 -2.208 2.323  -0.0942
H -6.109 2.565 2.586  0.1029
H -5.066 2.846 0.353  0.1063
H -2.914 1.734 -0.133  0.0742
H -2.827 0.123 3.823  0.1061
H -4.983 1.189 4.301  0.1055
H 1.303 -0.734 5.364  0.1325
H 2.810 1.269 5.915  0.1405
H 1.445 4.246 4.825  0.1335
H -0.307 4.589 3.294  0.1041
H -1.249 2.889 1.928  0.0945
H 1.066 -1.627 1.515  0.0689
H 1.241 -4.012 2.139  0.1039
H -0.780 -5.255 2.844  0.1008
H -2.962 -4.101 2.928  0.1043
H -3.129 -1.720 2.360  0.0774

Computed properties:
Kohn-Sham gap (alpha / beta)   3.716 / 3.676 eV
Energy above the lowest of the compared OMol25 structures with the same formula, charge and spin   12.892 eV
Multiplicity   2
Highest occupied orbital energy (alpha / beta)   -5.628 / -5.649 eV

=====

Record 2
Formula: C4H8BrOP
Source: the OMol25 dataset
Level of theory: wB97M-V/def2-TZVPD

Last column: natural (NBO) charge in e.
Positions of all 15 atoms, in Å:
C 0.147 0.203 1.234  -0.4618
C -1.002 -0.515 0.671  -0.1844
C 0.250 1.312 0.293  -0.7140
C -1.128 -1.603 0.055  -0.2582
O 1.419 -0.337 -2.040  -0.9736
P 1.053 1.148 -1.391  0.8676
Br 0.175 -2.961 0.306  0.0003
H -0.119 0.625 2.168  0.2222
H 1.087 -0.291 1.275  0.2216
H -1.784 0.248 0.744  0.2093
H -0.095 0.913 -1.966  -0.0960
H -0.766 1.765 0.029  0.2189
H 0.569 2.264 0.725  0.2322
H -2.022 -1.970 -0.385  0.2237
H 2.215 -0.800 -1.718  0.4923

Computed properties:
Kohn-Sham gap   9.149 eV
Energy above the lowest of the compared OMol25 structures with the same formula, charge and spin   2.092 eV
Highest occupied orbital energy   -8.628 eV

=====

Record 3
Formula: C28H45BrN2OP2Pd
Source: the OMol25 dataset
Level of theory: wB97M-V/def2-TZVPD

Last column: Löwdin charge in e.
Positions of all 80 atoms, in Å:
C -0.727 5.435 -5.672  0.0652
C -0.883 4.252 -6.437  -0.1752
C -1.055 4.363 -7.816  0.0457
C -0.963 5.639 -8.406  0.0231
N -0.750 6.739 -7.684  0.3249
C -0.630 6.654 -6.358  0.0118
C -0.844 2.925 -5.814  -0.1069
C -1.044 2.312 -4.673  -0.1331
C -1.345 2.237 -3.270  -0.2151
C -0.261 2.097 -2.388  0.0090
C -0.454 1.405 -1.211  -0.0847
C -1.735 0.876 -0.932  -0.6178
C -2.843 1.381 -1.628  -0.0589
C -2.656 2.083 -2.803  0.0201
Pd -0.363 1.078 -5.997  0.7992
P 2.029 -0.910 -2.008  1.1629
H -1.246 3.487 -8.446  0.1475
H -0.656 5.427 -4.588  0.1430
H -1.058 5.755 -9.488  0.1705
H -0.446 7.590 -5.830  0.1688
H -3.495 2.452 -3.394  0.1553
H 0.738 2.427 -2.673  0.1411
H -3.844 1.133 -1.275  0.1398
H 0.390 1.229 -0.553  0.0801
C 1.882 -2.331 -0.811  -0.3531
C 2.919 -3.439 -0.895  -0.0994
H 0.870 -2.736 -0.983  0.0648
H 1.856 -1.865 0.188  0.0927
H 2.767 -4.114 -0.046  0.1092
H 2.817 -4.027 -1.814  0.0823
H 3.944 -3.061 -0.832  0.0718
C 3.036 -1.554 -3.417  -0.3686
C 3.532 -0.454 -4.354  -0.1272
H 2.379 -2.242 -3.978  0.0603
H 3.872 -2.152 -3.020  0.1022
H 3.641 -0.870 -5.358  0.0899
H 2.840 0.393 -4.416  0.0530
H 4.512 -0.074 -4.054  0.0884
C 3.247 0.156 -1.107  -0.3624
C 4.660 -0.388 -0.929  -0.0859
H 2.792 0.384 -0.124  0.0572
H 3.268 1.096 -1.682  0.0873
H 5.291 0.419 -0.535  0.1114
H 4.695 -1.205 -0.200  0.0845
H 5.110 -0.728 -1.870  0.0756
Br -1.950 -0.507 0.292  1.0045
P -2.112 -2.447 -4.378  1.2524
C -0.301 -2.679 -4.126  -0.3996
C 0.046 -4.176 -4.160  -0.1133
H -0.030 -2.211 -3.164  0.0398
H 0.196 -2.126 -4.938  0.0783
H 1.133 -4.318 -4.113  0.0828
H -0.405 -4.720 -3.317  0.0907
H -0.316 -4.635 -5.092  0.0947
C -2.672 -2.612 -2.603  -0.3760
C -4.097 -3.139 -2.441  -0.1130
H -2.564 -1.621 -2.135  0.0228
H -1.962 -3.284 -2.095  0.0896
H -4.344 -3.178 -1.373  0.0953
H -4.831 -2.495 -2.939  0.0842
H -4.183 -4.154 -2.848  0.0946
C -2.545 -0.708 -4.710  -0.4016
C -2.983 -0.572 -6.174  -0.1445
H -1.669 -0.080 -4.444  0.0368
H -3.362 -0.437 -4.026  0.0935
H -3.066 0.492 -6.431  0.0700
H -2.258 -1.052 -6.852  0.0779
H -3.962 -1.054 -6.320  0.1043
C -0.758 2.329 2.371  -0.0431
N 0.154 1.575 3.213  -0.1816
C -0.081 1.579 4.647  -0.0253
C 1.142 0.831 2.661  -0.2885
O 1.357 0.734 1.450  -0.0767
H -1.209 3.119 2.983  0.1085
H -1.557 1.682 1.975  0.0428
H -0.217 2.769 1.523  0.0867
H 0.578 0.831 5.097  0.0965
H 0.146 2.566 5.072  0.1091
H -1.127 1.338 4.868  0.1049
H 1.751 0.310 3.426  0.1526

Computed properties:
Kohn-Sham gap (alpha / beta)   5.863 / 2.999 eV
Energy above the lowest of the compared OMol25 structures with the same formula, charge and spin   0.400 eV
Multiplicity   5
Highest occupied orbital energy (alpha / beta)   -17.607 / -17.587 eV
Net charge   +4

=====

Record 4
Formula: C4H6NO2
Source: the OMol25 dataset
Level of theory: wB97M-V/def2-TZVPD

Last column: natural (NBO) charge in e.
Positions of all 13 atoms, in Å:
C 1.586 -0.980 -0.042  -0.1494
C 0.527 -0.177 0.062  0.1746
C 1.038 1.203 0.059  -0.1578
C -0.911 -0.413 -0.057  -0.7201
N 2.754 -0.211 0.050  0.5172
O 3.862 -0.618 -0.051  -0.1475
O 2.445 1.095 0.034  -0.2214
H 1.614 -2.064 0.101  0.2893
H 0.652 1.639 -0.863  0.2738
H 0.982 1.715 1.025  0.2804
H -1.082 -0.919 -1.068  0.2897
H -1.596 0.440 0.016  0.2711
H -1.422 -1.025 0.783  0.3001

Computed properties:
Kohn-Sham gap   9.756 eV
Energy above the lowest of the compared OMol25 structures with the same formula, charge and spin   3.902 eV
Highest occupied orbital energy   -16.277 eV
Net charge   +1

=====

Number 1: F_max 0.0778 hartree/bohr. Number 2: F_max 0.0870 hartree/bohr. Number 3: F_max 0.0866 hartree/bohr. Number 4: F_max 0.0583 hartree/bohr.